Computed, not measured: a structure of composition C3H3LiO2Pr, with ωB97M-V/def2-TZVPD.

Its total energy is -790.3337 hartree. The calculation puts the lowest unoccupied orbital energy (spin up / spin down) at -0.3445 / -0.3441 Ha. Its multiplicity is 4. For the gap between HOMO and LUMO (spin up / spin down), the calculation gives 5.91 / 7.68 eV. As for the highest occupied orbital energy (spin up / spin down): -15.28 / -17.05 eV. As for the net charge: +2. The expectation value of S² is 3.75.

Structure (XYZ):
```
10
Properties=species:S:1:pos:R:3:lowdin_charge:R:1
O 2.07 -1.15 0.52 -0.74
Li 0.87 -2.49 0.32 0.83
C 4.36 0.30 1.42 0.05
C 3.79 -1.02 1.59 -0.06
O 5.60 -0.18 0.98 0.02
C 5.11 -1.54 1.04 -0.10
H 3.38 -1.37 2.55 0.15
H 5.06 -1.99 0.04 0.15
H 5.73 -2.17 1.71 0.16
Pr 1.74 0.94 -0.45 1.53
```

Computed, not measured: a structure of composition C15H9ClEuF3N3O11S, with ωB97M-V/def2-TZVPD.

Its total energy is -3437.0189 hartree. The calculation puts the lowest unoccupied orbital energy (spin up / spin down) at 0.1667 / 0.1666 Ha. Its multiplicity is 8. For the gap between HOMO and LUMO (spin up / spin down), the calculation gives 3.39 / 6.56 eV. As for the highest occupied orbital energy (spin up / spin down): 1.14 / -2.03 eV. As for the net charge: -2. The expectation value of S² is 15.78.

Structure (XYZ):
```
44
Properties=species:S:1:pos:R:3:lowdin_charge:R:1
Eu 0.28 -0.84 -1.53 1.79
O 2.38 -0.85 -1.79 -0.35
N 3.02 -0.79 -0.68 -0.09
N 2.35 -0.89 0.40 -0.27
O 1.05 -1.07 0.49 -0.29
C 3.09 -0.85 1.60 -0.20
C 4.43 -0.47 1.58 -0.06
C 5.15 -0.45 2.76 -0.14
C 4.54 -0.81 3.96 -0.18
C 3.20 -1.17 3.97 -0.14
C 2.48 -1.19 2.79 -0.05
H 4.88 -0.19 0.65 0.08
H 6.19 -0.15 2.75 0.08
H 5.10 -0.79 4.88 0.07
H 2.72 -1.44 4.90 0.08
H 1.43 -1.47 2.77 0.09
O -2.10 4.73 -2.16 -0.33
S -1.47 4.22 -0.98 0.63
O -1.21 5.19 0.05 -0.34
N -0.11 3.36 -1.34 -0.01
C -0.19 2.13 -0.92 -0.51
O 0.69 1.24 -1.08 -0.13
C -1.47 1.80 -0.18 -0.14
C -1.78 0.63 0.51 -0.03
C -3.07 0.51 1.04 -0.07
C -3.99 1.54 0.91 -0.08
C -3.64 2.74 0.29 -0.05
C -2.38 2.84 -0.25 -0.20
H -1.04 -0.15 0.68 0.10
H -3.34 -0.39 1.56 0.11
H -4.99 1.41 1.30 0.10
H -4.34 3.56 0.23 0.11
O 2.22 -3.33 -2.95 -0.29
Cl 0.84 -3.24 -2.73 0.62
O 0.32 -2.06 -3.37 -0.41
O 0.17 -4.38 -3.23 -0.30
O 0.59 -3.11 -1.32 -0.39
F -4.11 -1.62 -3.34 0.15
C -3.74 -0.83 -2.33 -0.54
F -4.41 -1.26 -1.24 0.13
F -4.22 0.39 -2.60 0.15
C -2.20 -0.83 -2.09 -0.61
O -1.80 -1.65 -1.24 -0.07
O -1.52 -0.01 -2.71 -0.03
```

Computed, not measured: a cluster of 3 separate species, C38H67BN4O2S3 in total, with ωB97M-V/def2-TZVPD.

Its total energy is -3077.0699 hartree. The calculation puts the lowest unoccupied orbital energy at 0.0112 Ha. For the gap between HOMO and LUMO, the calculation gives 8.29 eV. The SMILES is CCCCN(CCCCc1cccc2c1Nc1cc(B(O)OCC)ccc1S2)C(=S)SCCC.CCN(CC)CC.CCN(CC)CC. As for the highest occupied orbital energy: -7.99 eV. As for the net charge: 0.

Structure (XYZ):
```
115
Properties=species:S:1:pos:R:3:lowdin_charge:R:1
C 2.33 0.49 4.38 -0.11
C 1.83 1.88 3.99 -0.20
C 2.60 2.41 2.80 -0.19
C 2.07 3.76 2.33 -0.21
N 3.04 4.62 1.63 -0.17
C 3.76 3.90 0.57 -0.20
C 2.85 3.13 -0.36 -0.17
C 3.67 2.15 -1.22 -0.17
C 3.23 0.72 -0.94 -0.14
C 3.87 0.07 0.26 -0.15
C 5.21 0.29 0.59 -0.03
C 5.81 -0.31 1.70 -0.07
C 5.06 -1.14 2.52 -0.09
C 3.71 -1.36 2.22 -0.46
C 3.13 -0.77 1.09 -0.22
N 1.74 -1.02 0.81 0.07
C 0.90 -0.87 1.96 -0.25
C -0.27 -0.13 1.88 0.04
C -1.13 0.01 2.98 -0.08
B -2.44 0.85 2.84 -0.60
O -2.96 1.10 1.57 0.14
O -3.06 1.29 3.96 0.08
C -4.02 2.36 3.91 -0.22
C -4.33 2.79 5.32 -0.06
C -0.76 -0.61 4.19 -0.01
C 0.42 -1.34 4.29 -0.12
C 1.25 -1.47 3.18 -0.53
S 2.74 -2.39 3.27 1.08
C 3.83 5.47 2.38 -1.07
S 4.81 6.59 1.71 0.66
S 3.77 5.34 4.17 0.88
C 5.49 4.79 4.43 -0.48
C 5.57 3.54 5.29 -0.31
C 6.79 2.67 4.95 -0.09
H 2.36 -0.16 3.51 0.00
H 3.35 0.54 4.74 0.09
H 1.70 0.02 5.14 0.07
H 1.99 2.56 4.83 0.11
H 0.77 1.83 3.76 0.10
H 3.65 2.53 3.08 0.11
H 2.56 1.68 1.99 0.10
H 1.25 3.60 1.63 0.12
H 1.64 4.33 3.15 0.09
H 4.30 4.64 -0.03 0.09
H 4.52 3.25 1.01 0.12
H 2.10 2.57 0.19 0.08
H 2.34 3.84 -1.00 0.12
H 4.72 2.29 -0.99 0.09
H 3.56 2.37 -2.28 0.11
H 2.16 0.73 -0.76 0.08
H 3.37 0.08 -1.82 0.13
H 5.82 0.95 -0.02 0.11
H 6.85 -0.13 1.91 0.10
H 5.49 -1.61 3.40 0.10
H 1.64 -1.96 0.44 0.14
H -0.52 0.33 0.93 0.10
H -2.49 1.81 1.12 0.10
H -4.91 1.99 3.40 0.12
H -3.60 3.18 3.34 0.12
H -4.61 3.84 5.35 0.07
H -3.44 2.65 5.94 0.08
H -5.13 2.19 5.74 0.07
H -1.40 -0.51 5.06 0.12
H 0.71 -1.79 5.23 0.12
H 6.00 5.62 4.92 0.07
H 5.97 4.65 3.47 0.06
H 5.60 3.81 6.34 0.10
H 4.67 2.95 5.15 0.07
H 7.26 2.26 5.83 0.07
H 6.50 1.83 4.32 0.06
H 7.54 3.23 4.39 0.07
C -2.64 -0.94 -4.76 -0.09
C -2.96 0.35 -4.02 -0.27
N -3.02 0.18 -2.58 -0.19
C -3.57 1.32 -1.88 -0.24
C -2.79 2.65 -1.93 -0.08
C -1.85 -0.43 -1.97 -0.24
C -0.49 0.27 -2.15 -0.08
H -3.36 -1.72 -4.50 0.06
H -2.69 -0.77 -5.83 0.08
H -1.64 -1.31 -4.54 0.07
H -3.94 0.70 -4.34 0.12
H -2.24 1.12 -4.34 0.10
H -3.71 1.04 -0.84 0.10
H -4.57 1.51 -2.28 0.11
H -1.90 2.63 -1.29 0.05
H -3.42 3.46 -1.57 0.07
H -2.47 2.90 -2.94 0.07
H -1.76 -1.45 -2.35 0.10
H -2.06 -0.54 -0.90 0.11
H -0.34 0.61 -3.18 0.07
H 0.32 -0.43 -1.91 0.06
H -0.37 1.13 -1.49 0.05
C -4.27 -7.17 -7.88 -0.09
C -3.80 -6.32 -6.71 -0.28
N -4.82 -5.43 -6.20 -0.20
C -4.31 -4.44 -5.27 -0.26
C -3.73 -4.92 -3.93 -0.08
C -6.08 -6.06 -5.83 -0.25
C -6.04 -7.16 -4.76 -0.08
H -4.65 -6.54 -8.68 0.08
H -3.44 -7.76 -8.27 0.07
H -5.06 -7.87 -7.59 0.06
H -2.97 -5.69 -7.05 0.12
H -3.38 -6.99 -5.94 0.10
H -5.10 -3.71 -5.07 0.11
H -3.53 -3.88 -5.80 0.10
H -4.51 -5.21 -3.23 0.06
H -3.17 -4.11 -3.47 0.06
H -3.05 -5.76 -4.06 0.07
H -6.52 -6.48 -6.73 0.10
H -6.76 -5.27 -5.51 0.11
H -5.21 -7.85 -4.91 0.07
H -6.96 -7.74 -4.81 0.07
H -5.96 -6.76 -3.75 0.05
```

Computed, not measured: the molecule CH4N2S, with ωB97M-V/def2-TZVPD.

Its total energy is -548.1262 hartree. The calculation puts the lowest unoccupied orbital energy at 0.0274 Ha. For the gap between HOMO and LUMO, the calculation gives 9.65 eV. The SMILES is C=NSN. As for the highest occupied orbital energy: -8.90 eV. The energy relative to the best compared isomer or geometry (same formula, charge and spin) is 53.7 kcal per mole. As for the net charge: 0.

Structure (XYZ):
```
8
Properties=species:S:1:pos:R:3:lowdin_charge:R:1
C 1.72 0.66 0.00 -0.23
N 0.65 0.02 0.05 -0.29
N -2.13 -0.50 0.05 -0.39
S -1.11 0.82 0.05 0.73
H 2.71 0.14 0.23 0.08
H 1.68 1.78 -0.01 0.06
H -2.72 -0.52 0.82 -0.02
H -2.72 -0.61 -0.80 0.05
```

Computed, not measured: a structure of composition C23H48BNO9PtS4, with ωB97M-V/def2-TZVPD.

Its total energy is -3373.3722 hartree. The calculation puts the lowest unoccupied orbital energy (spin up / spin down) at -0.1270 / -0.1263 Ha. Its multiplicity is 3. For the gap between HOMO and LUMO (spin up / spin down), the calculation gives 4.35 / 4.37 eV. As for the highest occupied orbital energy (spin up / spin down): -7.81 / -7.81 eV. As for the net charge: 0. The expectation value of S² is 2.02.

Structure (XYZ):
```
87
Properties=species:S:1:pos:R:3:lowdin_charge:R:1
Pt 1.12 -1.76 -0.44 0.79
B 1.33 1.85 -0.37 -0.40
H 1.43 2.91 -0.20 -0.07
H 0.72 1.41 0.39 -0.11
H 0.86 1.67 -1.32 -0.11
H 2.29 1.35 -0.43 -0.11
C 7.36 -5.52 -1.27 -0.06
C 7.02 -4.06 -0.90 -0.52
C 7.77 -3.05 -1.78 -0.05
O 5.66 -3.88 -0.66 0.03
H 6.74 -6.29 -0.82 0.07
H 8.38 -5.73 -0.95 0.08
H 7.30 -5.82 -2.31 0.08
H 7.44 -3.87 0.09 0.15
H 8.78 -3.16 -1.38 0.07
H 7.63 -1.97 -1.75 0.08
H 7.74 -3.42 -2.81 0.08
C 2.02 -5.11 7.61 -0.22
C 2.81 -5.73 6.42 -0.26
C 1.87 -6.18 5.43 -0.21
S 0.50 -4.84 5.37 0.75
O -0.79 -5.52 5.30 -0.36
O 0.81 -3.74 4.40 -0.38
C 0.88 -4.25 7.10 -0.20
H 2.69 -4.43 8.14 0.11
H 1.78 -5.89 8.32 0.11
H 3.59 -6.41 6.75 0.12
H 3.40 -4.85 6.15 0.12
H 1.28 -7.06 5.71 0.10
H 2.25 -6.25 4.41 0.10
H -0.06 -4.48 7.60 0.09
H 0.99 -3.16 7.08 0.11
C -1.82 5.42 4.37 -0.18
C -2.77 4.26 4.89 -0.19
C -2.69 4.18 6.48 -0.22
S -0.92 4.47 6.85 0.70
O -0.17 3.18 6.87 -0.36
O -0.72 5.25 8.07 -0.35
C -0.57 5.49 5.34 -0.20
H -2.32 6.38 4.39 0.10
H -1.49 5.22 3.35 0.11
H -2.36 3.29 4.61 0.10
H -3.79 4.32 4.52 0.10
H -3.07 3.31 7.00 0.10
H -3.12 5.10 6.89 0.09
H 0.42 5.26 4.96 0.10
H -0.52 6.55 5.58 0.09
C -2.44 -0.77 -7.97 -0.22
C -1.41 0.14 -8.66 -0.20
C -0.27 0.28 -7.63 -0.24
S 0.05 -1.36 -7.01 0.73
O 0.24 -1.42 -5.53 -0.37
O 0.93 -2.26 -7.78 -0.36
C -1.69 -2.03 -7.38 -0.17
H -3.20 -1.16 -8.64 0.10
H -3.06 -0.27 -7.23 0.11
H -1.85 1.10 -8.92 0.12
H -1.00 -0.34 -9.55 0.12
H -0.57 0.77 -6.70 0.11
H 0.67 0.75 -7.92 0.11
H -2.03 -2.64 -6.54 0.10
H -1.46 -2.73 -8.19 0.08
C -7.47 -0.65 1.34 -0.23
C -7.67 0.45 0.23 -0.17
C -6.19 0.61 -0.29 -0.22
S -5.54 -1.07 -0.63 0.68
O -4.16 -1.07 -0.27 -0.33
O -6.00 -1.58 -1.92 -0.33
C -6.54 -1.74 0.78 -0.22
H -8.44 -1.11 1.55 0.10
H -7.17 -0.37 2.35 0.11
H -8.05 1.23 0.90 0.11
H -8.35 0.10 -0.54 0.11
H -5.69 1.23 0.45 0.11
H -6.20 0.98 -1.31 0.09
H -5.81 -2.17 1.46 0.09
H -7.08 -2.58 0.34 0.09
N 2.56 6.07 -4.15 0.01
C 1.87 6.45 -5.27 -0.20
C 2.66 6.89 -6.28 -0.13
C 4.03 7.01 -5.76 -0.06
C 3.89 6.46 -4.42 -0.12
H 2.23 5.54 -3.35 0.15
H 0.84 6.11 -5.31 0.10
H 2.23 7.16 -7.24 0.08
H 4.91 7.37 -6.30 0.07
H 4.58 6.12 -3.66 0.09
```

Computed, not measured: a structure of composition C5H7O4P, with ωB97M-V/def2-TZVPD.

Its total energy is -836.9783 hartree. The calculation puts the lowest unoccupied orbital energy at 0.2318 Ha. For the gap between HOMO and LUMO, the calculation gives 5.70 eV. As for the highest occupied orbital energy: 0.61 eV. The energy relative to the best compared isomer or geometry (same formula, charge and spin) is 41.9 kcal per mole. As for the net charge: -2.

Structure (XYZ):
```
17
Properties=species:S:1:pos:R:3:lowdin_charge:R:1
C 1.12 -0.29 1.41 -0.29
C -0.43 -0.32 1.67 -0.13
C 1.40 0.35 0.12 -0.11
C -1.01 -0.71 0.26 -0.29
C -0.11 -0.48 -0.90 -0.22
O -2.22 0.28 -2.72 -0.52
O -1.04 2.05 -1.38 -0.48
O 0.23 0.83 -3.28 -0.47
O -0.18 -1.76 -0.29 -0.11
P -0.84 0.80 -2.25 0.05
H 1.69 0.19 2.17 0.06
H 1.42 -1.35 1.21 0.11
H -0.82 -0.93 2.48 0.06
H -0.74 0.72 2.03 0.11
H 1.27 1.40 -0.09 0.06
H 2.28 -0.06 -0.38 0.06
H -2.02 -0.72 -0.07 0.11
```